1.
14
Properties=species:S:1:pos:R:3:forces:R:3:nbo_charge:R:1 method="wB97M-V/def2-TZVPD" lumo_energy_ev=0.964 total_charge=0 smiles="N/N=C(/NN)C(F)F" e_tot_ev=-13564.6265
H -2.50545 2.02522 0.06953 0.009 -0.147 0.264 0.3561
N -0.70710 1.30527 0.06568 0.160 -1.015 0.185 -0.2738
H 3.00559 -0.59941 -0.27921 0.806 -0.172 -0.664 0.3583
F -0.96461 -1.51066 1.10057 -0.354 -0.474 1.310 -0.3143
H 2.47114 0.01604 1.14629 -0.114 -0.067 -0.185 0.3442
H -2.46782 0.39985 -0.19593 0.105 0.800 0.878 0.3494
F -1.56948 -1.38842 -0.96941 0.282 -0.085 -0.138 -0.3521
N 2.20038 -0.40504 0.25744 -0.619 -0.170 1.229 -0.6680
C -0.04628 0.22726 -0.15528 -0.343 1.651 0.732 0.2546
N 1.30301 0.38184 -0.46131 -0.074 -0.536 -0.835 -0.4511
H 0.33901 -1.77229 -0.36637 0.189 -1.062 -0.301 0.1609
C -0.51641 -1.19159 -0.09997 -0.048 0.881 -0.880 0.5105
H 1.52571 1.34622 -0.50672 0.254 1.003 -0.047 0.3648
N -2.06769 1.16571 0.39472 -0.252 -0.606 -1.549 -0.6395

---

2.
36
Properties=species:S:1:pos:R:3:forces:R:3:nbo_charge:R:1 method="wB97M-V/def2-TZVPD" lumo_energy_ev=-0.596 total_charge=0 e_tot_ev=-77054.0444
H -0.59332 -2.56932 4.99727 0.019 -0.123 -0.120 0.2212
C 0.11835 -1.35228 3.35396 -0.012 -0.204 1.200 -0.0469
H -0.93907 -1.30815 3.09317 0.075 0.070 -0.374 0.1791
H 0.33804 -0.49918 3.99587 0.020 0.346 -0.281 0.1719
H 2.21536 1.24203 3.34741 0.309 -0.222 -0.111 0.1792
P 0.93741 -0.17504 0.90794 -1.374 -1.498 2.241 2.5588
O -6.59037 0.82124 -3.86021 -0.790 0.893 -2.067 -0.9012
K -2.52907 -0.77313 -1.80067 0.237 0.269 0.278 0.9866
S -5.33208 0.74620 -3.23416 -7.201 9.359 9.002 2.4820
H 1.17524 -2.70251 4.90273 0.090 0.731 0.000 0.2137
H 3.31894 3.48973 1.80037 -0.336 -0.155 -0.756 0.2089
O -4.60906 1.89140 -2.70558 -0.476 -0.039 -1.344 -0.9528
H 0.28086 -3.52468 3.73318 -0.579 -0.074 -0.060 0.2154
H 3.91658 -1.33855 -2.45458 0.173 0.111 -0.219 0.2209
H 3.83251 0.38610 -2.09919 0.218 0.026 0.269 0.2145
H 1.54663 3.69289 2.00924 0.139 0.188 0.307 0.2296
O 2.36433 -0.28835 0.17107 -2.052 0.537 1.548 -0.8010
C 3.76068 -0.60890 -1.65997 1.408 -0.185 -0.624 -0.6198
H 3.14953 1.38957 1.76733 -0.167 -1.190 0.295 0.1947
C 2.24979 1.63529 2.33141 2.373 1.981 0.788 -0.0772
S -4.39803 0.07442 -5.23741 1.925 -1.089 -5.290 2.2926
H 2.79943 3.52093 3.34532 -0.855 -0.026 0.396 0.2184
O -4.73384 -1.07764 -6.09233 0.626 2.207 2.594 -0.8528
O -0.29740 -0.50428 0.07837 2.375 1.602 1.110 -1.1279
O 1.09576 1.27249 1.67652 -2.557 -2.210 -2.542 -0.7902
C 2.43147 -0.89304 -1.10776 0.342 -0.510 -0.474 -0.0747
H 2.40226 -1.97151 -0.95238 -0.858 -0.006 -0.299 0.1894
N -4.48760 -0.33513 -3.52601 6.228 -7.050 -7.174 -1.1773
F -2.74658 0.13985 -5.25885 -1.220 -0.335 0.356 -0.5171
O -4.72393 1.41128 -5.81103 0.678 -3.303 2.557 -0.8105
H 4.52488 -0.80667 -0.90832 0.157 0.281 -0.085 0.2195
C 0.25950 -2.60603 4.31945 0.611 0.325 -1.669 -0.6250
F -5.88840 0.18648 -1.83757 0.291 -0.848 1.375 -0.5528
H 1.75280 -0.44046 -1.83073 -0.826 -0.572 0.483 0.1951
O 0.95716 -1.31187 2.17465 0.815 1.087 -1.498 -0.8310
C 2.44141 3.18673 2.37154 0.194 -0.374 0.187 -0.6329

---

3.
14
Properties=species:S:1:pos:R:3:forces:R:3:nbo_charge:R:1 method="wB97M-V/def2-TZVPD" lumo_energy_ev=0.640 total_charge=0 smiles="O=C[C@@H]1NC[C@@H]1O" e_tot_ev=-9844.6442
H -1.96805 1.35439 0.65098 -0.144 -0.031 0.280 0.1024
N -0.20900 -1.54229 -0.19752 -0.005 0.095 0.199 -0.6114
H 0.45723 1.13500 -1.40406 0.316 -0.146 -0.072 0.1713
O 1.08742 1.20838 0.56870 -0.170 0.156 -0.014 -0.7040
H -0.21007 -1.89490 0.75664 0.038 0.126 -0.103 0.3733
C -1.41829 0.42646 0.92131 -0.151 -0.025 0.280 0.4249
H -1.52430 -0.19824 -1.17711 -0.035 0.246 0.434 0.2082
C 1.07236 -0.89090 -0.55124 0.484 -0.100 -0.236 -0.2359
H 1.86439 -1.01875 0.18743 0.034 0.004 -0.109 0.2129
H 0.93837 2.16041 0.51857 -0.138 -0.198 -0.081 0.4781
H 1.42294 -1.16636 -1.54515 0.083 -0.208 0.022 0.1920
C 0.48866 0.52003 -0.50331 0.160 -0.119 -0.443 0.0967
O -1.11367 0.15711 2.05581 -0.465 -0.125 -0.264 -0.5174
C -0.88798 -0.25035 -0.28107 -0.005 0.324 0.108 -0.1914

---

4.
46
Properties=species:S:1:pos:R:3:forces:R:3:nbo_charge:R:1 method="wB97M-V/def2-TZVPD" lumo_energy_ev="-1.335 / -0.845" total_charge=0 s_squared=0.796 spin_multiplicity=2 e_tot_ev=-84148.4904
N 1.24899 0.52382 0.77782 0.138 -0.330 -1.034 -0.5284
C -0.68323 4.58360 0.59168 0.025 -0.106 0.014 -0.5834
C -0.02906 -2.75228 -0.27632 -0.213 0.206 -0.039 -0.1613
H 0.09052 -6.48350 2.17206 -0.072 0.024 0.017 0.3938
C -0.59181 -3.65362 0.60226 0.103 0.040 0.029 -0.2301
H -0.67466 4.38516 1.66071 0.009 0.009 0.122 0.2126
C 1.88946 -0.20571 2.93129 -0.166 0.218 -0.108 -0.3516
H -1.59393 -3.49813 0.97379 -0.109 0.017 0.031 0.2063
H -2.72315 3.67734 -2.06559 -0.027 -0.045 -0.106 0.2283
C 1.24465 -2.97289 -0.77027 0.315 0.337 -0.523 -0.3967
C -3.20106 4.40819 0.58944 0.030 -0.250 0.008 -0.5824
O 0.86826 -1.42642 -2.84229 -0.008 0.078 0.452 -0.9380
H -4.06306 3.91552 0.14436 -0.070 -0.001 -0.004 0.2249
S 1.93761 -1.79981 -1.91639 -0.170 -0.290 -0.277 2.3227
H -0.96792 3.91235 -2.02924 -0.104 -0.032 -0.083 0.2506
C 2.06980 -0.43311 0.26501 0.439 0.180 1.924 0.5487
H 0.23634 4.19495 0.16011 0.102 0.039 -0.052 0.2311
N -1.52390 1.36763 0.02028 0.218 0.557 -0.502 -0.4274
O 3.13336 -2.30373 -2.51282 0.148 -0.127 0.435 -0.9085
C -1.73875 2.50216 0.03878 0.168 -1.327 -0.084 0.5125
C -1.90218 3.93280 -0.07283 -0.128 0.893 -0.012 -0.1884
N 2.75104 -1.31091 1.00820 0.236 0.128 -0.393 -0.4796
H -3.19086 4.20445 1.65915 -0.038 -0.002 0.045 0.2160
C -1.91365 4.21997 -1.58317 0.066 -0.060 -0.031 -0.5944
S -2.06934 -0.27177 -2.75649 1.296 1.026 1.459 -0.2153
S -1.30173 -0.18663 -4.55635 0.767 0.580 -1.035 0.0097
C 1.44309 -4.95881 0.54168 -0.127 0.078 0.014 -0.2811
C 1.15621 0.61981 2.08944 0.126 -0.086 0.483 0.1064
N 2.12446 -0.42305 -1.06372 -1.415 0.096 -1.547 -0.8434
H -0.60181 -1.86746 -0.59488 0.010 -0.452 0.026 0.2006
Ru -0.03127 0.30348 -1.29508 0.065 0.203 -0.497 0.6909
H -3.30191 5.48147 0.44174 0.046 0.042 -0.025 0.2243
H 1.84631 -0.10430 4.00219 -0.037 -0.011 0.096 0.2288
H -1.36809 -5.56153 2.17648 0.033 -0.068 0.067 0.3923
H 3.23058 -1.89529 2.89310 0.064 -0.034 0.153 0.1993
H 2.99103 -4.17123 -0.72974 0.157 -0.097 -0.010 0.2464
C 2.66511 -1.17686 2.31529 -0.148 0.018 0.204 0.1131
C 1.99004 -4.05827 -0.34763 -0.082 0.002 -0.038 -0.1197
S 0.38888 1.24289 -4.63804 -0.602 -0.890 -0.722 -0.0020
H -0.72311 5.65831 0.43822 -0.004 0.110 -0.038 0.2241
C 0.13237 -4.78371 1.00863 0.184 0.222 -0.315 0.1888
S 0.76229 2.02937 -2.87413 -1.131 -0.716 1.553 -0.1792
H 0.47490 1.37187 2.47571 0.029 -0.028 -0.002 0.1993
H 2.01558 -5.80990 0.88113 0.059 -0.096 -0.016 0.2123
H -2.05421 5.28287 -1.75670 -0.040 0.169 0.107 0.2181
N -0.44219 -5.70910 1.82310 -0.143 -0.225 0.253 -0.7910

---

5.
14
Properties=species:S:1:pos:R:3:forces:R:3:nbo_charge:R:1 method="wB97M-V/def2-TZVPD" lumo_energy_ev=0.102 total_charge=0 e_tot_ev=-8729.9888
C 0.80989 1.25390 -0.05116 0.427 0.050 0.041 -0.1572
H 0.01693 -1.94686 0.29697 -0.009 0.173 -0.016 0.2111
H -2.84283 -0.39157 0.76092 0.139 0.029 -0.044 0.4126
N 2.56545 -0.51643 0.33832 0.078 -0.037 -0.139 -0.8137
N -0.54215 1.32783 -0.14624 -0.009 -0.243 0.029 -0.5424
H -2.59819 0.94413 -0.21992 -0.278 -0.002 -0.017 0.4613
C 1.23656 -0.06234 0.13825 -0.047 0.154 -0.048 0.0706
H -2.75071 -0.58724 -0.88340 0.136 0.043 0.056 0.4117
N -2.38737 -0.05306 -0.09012 -0.310 -0.138 -0.013 -0.6766
H 3.22996 0.11750 -0.08908 -0.036 -0.051 0.076 0.3626
H 2.69657 -1.42847 -0.08196 0.051 0.069 0.051 0.3573
C -0.92709 0.06323 -0.01946 -0.111 0.094 -0.014 0.1442
H 1.41076 2.15356 -0.11291 0.019 -0.153 0.013 0.1863
C 0.08222 -0.87416 0.15978 -0.049 0.012 0.024 -0.4279